Record 1
{
  "formula": "C23H23N3O",
  "method": "wB97M-V/def2-TZVPD",
  "gap_ev": 8.1728,
  "multiplicity": 1,
  "total_charge": 0,
  "smiles": "Cc1c2c(-c3ccccc3)nc(=O)n(C(C)C)c2c(-c2ccccc2)n1C",
  "symbols": ["C", "C", "C", "C", "C", "C", "C", "C", "C", "C", "N", "C", "O", "N", "C", "C", "C", "C", "C", "C", "C", "C", "C", "C", "C", "N", "C", "H", "H", "H", "H", "H", "H", "H", "H", "H", "H", "H", "H", "H", "H", "H", "H", "H", "H", "H", "H", "H", "H", "H"],
  "coordinates": [[3.27, -0.36, -0.78], [1.84, 0.02, -0.39], [0.75, -0.78, -0.05], [0.66, -2.21, 0.18], [1.80, -3.10, 0.35], [2.74, -2.75, 1.32], [3.89, -3.52, 1.51], [4.01, -4.73, 0.80], [3.05, -5.09, -0.17], [1.98, -4.26, -0.41], [-0.52, -2.75, 0.25], [-1.65, -1.96, 0.13], [-2.63, -2.68, -0.09], [-1.67, -0.57, 0.06], [-2.87, 0.12, -0.46], [-3.35, -0.44, -1.79], [-4.00, 0.15, 0.59], [-0.43, 0.07, 0.10], [0.00, 1.39, 0.08], [-0.80, 2.61, 0.28], [-1.54, 2.84, 1.48], [-2.34, 3.97, 1.61], [-2.44, 4.88, 0.56], [-1.79, 4.65, -0.67], [-0.95, 3.51, -0.78], [1.40, 1.34, -0.24], [2.28, 2.51, -0.44], [3.95, -0.19, 0.09], [3.59, 0.32, -1.57], [3.35, -1.40, -1.12], [2.65, -1.79, 1.84], [4.66, -3.20, 2.21], [4.85, -5.44, 0.90], [3.13, -5.99, -0.75], [1.26, -4.48, -1.16], [-2.61, 1.16, -0.65], [-2.50, -0.88, -2.31], [-4.14, -1.17, -1.68], [-3.78, 0.38, -2.38], [-3.73, 0.72, 1.46], [-4.93, 0.62, 0.23], [-4.27, -0.83, 0.92], [-1.45, 2.19, 2.32], [-2.89, 4.18, 2.55], [-3.08, 5.74, 0.70], [-1.89, 5.36, -1.46], [-0.36, 3.31, -1.66], [1.87, 3.43, 0.07], [3.29, 2.34, -0.07], [2.33, 2.76, -1.51]]
}

Record 2
{
  "formula": "C23H23N3O3",
  "method": "wB97M-V/def2-TZVPD",
  "gap_ev": 7.9315,
  "multiplicity": 1,
  "total_charge": 0,
  "smiles": "Cc1ccc(NC(=O)c2cccc(N(C)C)c2)cc1NC(=O)c1ccc(O)cc1",
  "symbols": ["C", "C", "C", "C", "C", "N", "C", "O", "C", "C", "C", "C", "C", "N", "C", "C", "C", "C", "C", "N", "C", "O", "C", "C", "C", "C", "O", "C", "C", "H", "H", "H", "H", "H", "H", "H", "H", "H", "H", "H", "H", "H", "H", "H", "H", "H", "H", "H", "H", "H", "H", "H"],
  "coordinates": [[-0.27, 0.74, -4.32], [-0.42, -0.48, -3.45], [-0.33, -1.74, -4.01], [-0.43, -2.89, -3.25], [-0.62, -2.78, -1.87], [-0.68, -3.92, -1.07], [-0.19, -4.05, 0.21], [-0.48, -5.01, 0.89], [0.78, -2.99, 0.62], [1.92, -2.80, -0.16], [2.84, -1.84, 0.24], [2.61, -1.06, 1.36], [1.46, -1.24, 2.14], [1.23, -0.48, 3.26], [2.18, 0.53, 3.66], [-0.12, -0.35, 3.76], [0.57, -2.24, 1.76], [-0.77, -1.52, -1.31], [-0.65, -0.38, -2.07], [-0.76, 0.89, -1.49], [-0.94, 1.22, -0.19], [-1.12, 0.43, 0.72], [-0.89, 2.69, 0.08], [-0.33, 3.10, 1.28], [-0.25, 4.44, 1.60], [-0.75, 5.40, 0.72], [-0.68, 6.72, 0.98], [-1.33, 4.99, -0.48], [-1.40, 3.65, -0.80], [-0.06, 0.44, -5.35], [0.56, 1.37, -3.98], [-1.18, 1.34, -4.32], [-0.16, -1.83, -5.08], [-0.34, -3.86, -3.70], [-1.15, -4.73, -1.44], [2.10, -3.39, -1.04], [3.74, -1.68, -0.34], [3.33, -0.30, 1.60], [3.18, 0.10, 3.74], [2.22, 1.37, 2.95], [1.90, 0.92, 4.63], [-0.19, 0.51, 4.42], [-0.42, -1.24, 4.32], [-0.82, -0.20, 2.93], [-0.32, -2.44, 2.34], [-0.98, -1.43, -0.26], [-0.60, 1.66, -2.13], [0.03, 2.35, 1.96], [0.19, 4.76, 2.54], [-0.29, 6.87, 1.85], [-1.73, 5.74, -1.14], [-1.89, 3.35, -1.71]]
}

Record 3
{
  "formula": "C23H23N3O4",
  "method": "wB97M-V/def2-TZVPD",
  "gap_ev": 9.1468,
  "multiplicity": 1,
  "total_charge": 0,
  "smiles": "COc1ccccc1O[C@H](C)C(=O)Nc1ccccc1C(=O)NCc1cccnc1",
  "symbols": ["C", "O", "C", "C", "C", "C", "C", "C", "O", "C", "C", "C", "O", "N", "C", "C", "C", "C", "C", "C", "C", "O", "N", "C", "C", "C", "C", "C", "N", "C", "H", "H", "H", "H", "H", "H", "H", "H", "H", "H", "H", "H", "H", "H", "H", "H", "H", "H", "H", "H", "H", "H", "H"],
  "coordinates": [[-4.90, -1.76, -1.63], [-3.62, -1.49, -1.13], [-3.50, -0.62, -0.08], [-4.56, 0.05, 0.51], [-4.36, 0.94, 1.55], [-3.09, 1.16, 2.04], [-2.02, 0.48, 1.48], [-2.20, -0.40, 0.43], [-1.07, -0.96, -0.11], [-1.02, -2.35, -0.39], [-1.48, -3.20, 0.79], [0.45, -2.70, -0.68], [0.76, -3.61, -1.42], [1.30, -1.90, 0.01], [2.68, -1.80, -0.06], [3.46, -2.80, -0.64], [4.84, -2.67, -0.67], [5.46, -1.56, -0.13], [4.69, -0.55, 0.42], [3.30, -0.65, 0.46], [2.47, 0.44, 1.04], [1.45, 0.24, 1.69], [2.91, 1.69, 0.78], [2.14, 2.86, 1.15], [1.30, 3.36, 0.01], [0.31, 2.56, -0.55], [-0.44, 3.06, -1.60], [-0.16, 4.34, -2.06], [0.78, 5.11, -1.54], [1.49, 4.63, -0.53], [-5.38, -0.86, -2.04], [-4.75, -2.48, -2.44], [-5.55, -2.20, -0.87], [-5.57, -0.10, 0.14], [-5.21, 1.45, 1.98], [-2.92, 1.85, 2.85], [-1.01, 0.62, 1.85], [-1.61, -2.59, -1.28], [-1.31, -4.25, 0.56], [-0.93, -2.93, 1.68], [-2.54, -3.05, 0.97], [0.86, -1.18, 0.58], [2.98, -3.67, -1.06], [5.43, -3.46, -1.12], [6.53, -1.47, -0.14], [5.17, 0.31, 0.86], [3.67, 1.82, 0.13], [1.50, 2.55, 1.98], [2.83, 3.64, 1.50], [0.13, 1.57, -0.17], [-1.21, 2.46, -2.06], [-0.72, 4.78, -2.88], [2.24, 5.30, -0.13]]
}

Record 4
{
  "formula": "C23H23N3O5S2",
  "method": "wB97M-V/def2-TZVPD",
  "gap_ev": 9.4139,
  "multiplicity": 1,
  "total_charge": 0,
  "smiles": "O=C(c1ccccc1)N1CCN(S(=O)(=O)c2cccc(NS(=O)(=O)c3ccccc3)c2)CC1",
  "symbols": ["O", "C", "C", "C", "C", "C", "C", "C", "N", "C", "C", "N", "S", "O", "O", "C", "C", "C", "C", "C", "N", "S", "O", "O", "C", "C", "C", "C", "C", "C", "C", "C", "C", "H", "H", "H", "H", "H", "H", "H", "H", "H", "H", "H", "H", "H", "H", "H", "H", "H", "H", "H", "H", "H", "H", "H"],
  "coordinates": [[2.03, -4.43, 0.49], [2.19, -3.90, -0.59], [3.54, -3.80, -1.23], [4.29, -2.64, -1.10], [5.57, -2.57, -1.63], [6.10, -3.66, -2.29], [5.36, -4.82, -2.42], [4.09, -4.90, -1.88], [1.16, -3.40, -1.31], [1.27, -2.67, -2.55], [0.90, -1.20, -2.31], [-0.43, -1.15, -1.74], [-1.18, 0.34, -1.83], [-1.02, 0.81, -3.17], [-2.51, 0.18, -1.31], [-0.26, 1.40, -0.72], [0.75, 2.22, -1.19], [1.44, 3.00, -0.29], [1.12, 2.98, 1.06], [0.09, 2.16, 1.53], [-0.28, 2.13, 2.85], [-1.86, 1.72, 3.34], [-1.93, 2.20, 4.69], [-2.07, 0.33, 3.08], [-2.86, 2.72, 2.26], [-2.84, 4.09, 2.45], [-3.56, 4.91, 1.60], [-4.28, 4.35, 0.55], [-4.30, 2.97, 0.38], [-3.59, 2.15, 1.24], [-0.58, 1.34, 0.62], [-0.55, -1.86, -0.49], [-0.17, -3.33, -0.73], [3.87, -1.79, -0.57], [6.14, -1.66, -1.52], [7.10, -3.61, -2.70], [5.78, -5.68, -2.92], [3.51, -5.81, -1.97], [2.29, -2.74, -2.94], [0.57, -3.09, -3.27], [0.87, -0.64, -3.25], [1.64, -0.74, -1.63], [0.96, 2.24, -2.25], [2.24, 3.65, -0.63], [1.65, 3.61, 1.75], [0.18, 2.78, 3.47], [-2.27, 4.50, 3.28], [-3.55, 5.98, 1.74], [-4.83, 4.98, -0.12], [-4.86, 2.53, -0.43], [-3.60, 1.08, 1.11], [-1.35, 0.66, 0.96], [-1.58, -1.78, -0.16], [0.12, -1.44, 0.28], [-0.15, -3.88, 0.22], [-0.89, -3.79, -1.41]]
}

Record 5
{
  "formula": "C23H23N4",
  "method": "wB97M-V/def2-TZVPD",
  "gap_ev": 6.5711,
  "multiplicity": 1,
  "total_charge": 1,
  "symbols": ["C", "N", "C", "C", "C", "C", "C", "N", "C", "C", "C", "C", "C", "C", "C", "C", "C", "C", "C", "C", "C", "H", "H", "H", "H", "H", "H", "H", "H", "H", "H", "H", "H", "H", "H", "H", "H", "H", "C", "N", "C", "N", "C", "C", "H", "H", "H", "H", "H", "H"],
  "coordinates": [[-0.17, 5.38, 0.84], [0.34, 4.14, 0.30], [0.55, 2.98, 0.98], [1.14, 2.02, 0.13], [1.58, 0.75, 0.53], [1.73, -0.32, -0.36], [1.24, -0.49, -1.69], [1.90, -1.53, -2.27], [1.81, -1.92, -3.67], [2.80, -2.11, -1.36], [2.68, -1.41, -0.14], [3.64, -1.59, 0.85], [4.71, -2.48, 0.60], [4.82, -3.13, -0.64], [3.86, -2.94, -1.65], [1.32, 2.70, -1.17], [0.78, 4.00, -1.02], [0.85, 5.00, -1.97], [1.47, 4.67, -3.18], [2.00, 3.39, -3.40], [1.99, 2.41, -2.37], [-0.09, 6.13, 0.05], [-1.23, 5.30, 1.12], [0.41, 5.71, 1.71], [0.29, 2.86, 2.03], [1.80, 0.57, 1.58], [0.51, 0.15, -2.19], [2.57, -2.69, -3.83], [0.81, -2.33, -3.89], [1.99, -1.07, -4.34], [3.53, -1.03, 1.78], [5.46, -2.65, 1.38], [5.66, -3.80, -0.82], [3.95, -3.40, -2.63], [0.43, 5.99, -1.77], [1.55, 5.44, -3.96], [2.42, 3.12, -4.37], [2.47, 1.44, -2.50], [4.84, 0.10, 6.19], [3.68, 0.20, 5.31], [3.67, 0.26, 3.94], [2.42, 0.31, 3.48], [1.59, 0.30, 4.58], [2.35, 0.23, 5.74], [4.48, 0.09, 7.23], [5.41, -0.82, 5.99], [5.52, 0.96, 6.05], [4.59, 0.26, 3.36], [0.51, 0.36, 4.49], [2.07, 0.18, 6.78]]
}

- Which formula does entry 3 have?
  C23H23N3O4